Record 1
The following is a DFT calculation (wB97M-V/def2-TZVPD) of the ion C6H9O5P with charge -2 at a distorted geometry.

- charge = -2
- SMILES string = CC(C)C(=O)/C(=C/[O-])[P@@](=O)([O-])O
- E (eV) = -25894.460
- energy relative to the best compared isomer or geometry (same formula, charge and spin) (kcal per mole) = 9.7

Cartesian coordinates (Å):
1 C -0.92292 1.51077 1.25323
2 C -1.21746 0.65714 -0.07889
3 C -2.66384 0.49795 -0.52555
4 C -0.68325 -0.76084 0.22436
5 O -1.27651 -1.74855 0.51491
6 C 1.11790 -0.80870 -0.00887
7 C 1.62167 -2.01093 0.37350
8 O 2.76656 -2.54379 0.44024
9 P 2.01102 0.31830 -1.06915
10 O 1.37509 0.44643 -2.43057
11 O 2.31432 1.57619 -0.29722
12 O 3.34102 -0.59299 -1.21415
13 H -1.34041 2.53486 1.43946
14 H -1.17540 0.96911 2.08469
15 H 0.13162 1.48823 1.34161
16 H -0.49468 1.02729 -0.85950
17 H -3.01476 -0.42288 0.02927
18 H -3.25771 1.43553 -0.18930
19 H -2.52120 0.25895 -1.54316
20 H 0.83619 -2.52112 1.06085
21 H 3.05274 -1.31096 -0.54580

Cartesian forces, eV/Å:
C -0.3 0.3 -2.2
C 1.0 0.5 1.3
C -0.1 0.8 2.8
C 6.4 1.4 -1.4
O -1.5 -0.6 0.5
C -4.3 0.0 -0.2
C -2.5 -1.1 3.8
O 0.7 0.1 -1.0
P 0.1 0.8 -0.5
O -0.3 0.3 0.0
O -0.1 0.3 -0.1
O -0.5 -0.4 0.7
H 0.3 -0.7 -1.0
H -1.3 -1.7 2.2
H 1.4 0.7 -0.2
H -1.1 -0.1 0.5
H -0.2 1.1 -0.7
H 0.6 -1.6 -1.2
H -1.0 0.1 -1.5
H 0.6 0.0 -1.1
H 2.2 -0.1 -0.9

***

Record 2
The following is a DFT calculation (wB97M-V/def2-TZVPD) of the ion C6H9OS with charge -1 at a distorted geometry.

- charge = -1
- SMILES string = C=C(C([O-])=S)C(C)C
- E (eV) = -19250.515
- energy relative to the best compared isomer or geometry (same formula, charge and spin) (kcal per mole) = 3.2

Cartesian coordinates (Å):
1 C -0.36614 -1.44279 1.67886
2 C -0.37466 -0.69735 0.55060
3 C -1.71868 -0.67064 -0.48933
4 O -2.13602 -1.61992 -1.11285
5 S -2.50398 0.79997 -0.42101
6 C 0.83761 0.09183 0.05855
7 C 0.64463 0.11217 -1.48787
8 C 0.72670 1.54751 0.55099
9 H 0.37503 -1.24370 2.42804
10 H -1.12843 -2.16912 1.89781
11 H 1.68410 -0.55439 0.26625
12 H -0.05946 0.82288 -1.90868
13 H 1.65575 0.27975 -2.04709
14 H 0.36290 -0.88198 -1.76292
15 H -0.29509 1.89450 0.00172
16 H 1.56251 2.14417 0.15489
17 H 0.73323 1.58711 1.64204

Cartesian forces, eV/Å:
C -0.3 1.1 -1.5
C -1.6 -1.4 -0.7
C 1.2 -0.3 2.1
O 0.8 -1.3 -0.2
S -0.6 1.6 0.2
C -2.3 0.6 -1.2
C 3.2 0.0 -0.8
C -0.9 0.1 -1.5
H 0.6 -0.3 0.3
H -0.4 0.1 0.1
H 0.6 0.6 0.4
H -0.2 0.0 0.4
H -1.4 0.0 1.0
H -0.3 -0.6 -0.5
H 2.3 -0.5 2.0
H -0.1 0.0 0.1
H -0.4 0.3 -0.1

***

Record 3
The following is a DFT calculation (wB97M-V/def2-TZVPD) of the molecule C6H9P at a distorted geometry.

- charge = 0
- SMILES string = C1=C(C[C@@H]2CP2)C1
- E (eV) = -15652.340
- energy relative to the best compared isomer or geometry (same formula, charge and spin) (kcal per mole) = 78.6

Cartesian coordinates (Å):
1 C -1.27209 1.73215 -0.93395
2 C -0.69337 1.02975 -0.04866
3 C -0.70540 0.04440 1.02336
4 C 0.62338 -0.76925 0.92861
5 C 0.90824 -1.46260 -0.43091
6 P 0.78696 -2.55383 1.08439
7 C 0.27717 1.87382 -0.84614
8 H -2.00417 1.98103 -1.60024
9 H -1.46813 -0.73997 0.85762
10 H -0.88225 0.45964 2.05336
11 H 1.49298 -0.09270 1.09167
12 H 0.13062 -1.53826 -1.21431
13 H 1.90023 -1.18319 -0.92447
14 H -0.50569 -2.77583 0.86873
15 H 0.78044 1.26634 -1.62188
16 H 0.63109 2.72850 -0.28716

Cartesian forces, eV/Å:
C 2.2 0.1 0.2
C -0.1 0.2 0.7
C 0.5 -2.1 0.9
C 0.2 2.2 -1.5
C 0.6 0.6 -0.4
P 2.7 0.1 0.0
C -1.7 -1.2 0.1
H -1.9 0.6 -1.1
H -0.2 0.7 0.0
H 0.3 -0.2 -1.0
H -0.5 -0.9 0.6
H 0.2 0.0 0.8
H -1.3 -0.8 1.1
H -2.2 -0.4 -0.2
H 0.6 1.1 0.6
H 0.7 0.2 -0.7

***

Record 4
The following is a DFT calculation (wB97M-V/def2-TZVPD) of a structure of composition C6N3PdS3Se.

- charge = -2
- spin multiplicity = 2
- E (eV) = -112025.277
- energy relative to the best compared isomer or geometry (same formula, charge and spin) (kcal per mole) = 0.7

Cartesian coordinates (Å):
1 Pd 0.22154 -0.14107 0.72509
2 S -1.23370 0.35565 2.43095
3 C -0.97192 -1.00000 3.50786
4 C -1.81353 -1.04601 4.66348
5 N -2.50468 -1.05063 5.58745
6 C -0.04115 -1.96985 3.29818
7 S 1.04039 -2.02005 1.93209
8 C 0.07964 -3.03555 4.25030
9 N 0.19517 -3.89971 5.00512
10 S -1.18653 2.70397 -0.35742
11 C -0.59671 1.24392 -0.31766
12 Se 1.86842 -0.34379 -1.27826
13 C 3.26615 -1.47068 -0.84801
14 N 4.17594 -2.15938 -0.65034

Cartesian forces, eV/Å:
Pd 0.3 -0.3 -0.2
S 0.0 -0.2 0.1
C -0.1 0.1 -0.1
C 0.0 0.0 0.1
N 0.0 0.0 0.0
C 0.2 0.0 -0.1
S -0.2 0.1 0.1
C 0.1 0.0 0.1
N 0.0 0.0 0.0
S 0.0 0.1 0.0
C -0.1 0.1 -0.1
Se -0.1 0.0 0.2
C 0.0 0.1 0.0
N 0.0 0.0 0.0

***

Record 5
The following is a DFT calculation (wB97M-V/def2-TZVPD) of a cluster of 16 separate species, C70H114N2O32P in total at a distorted geometry.

- charge = -1
- E (eV) = -152226.997
- energy relative to the best compared isomer or geometry (same formula, charge and spin) (kcal per mole) = 0.0

Cartesian coordinates (Å):
1 C -5.62523 2.84450 -4.82004
2 C -5.41381 1.36855 -4.34286
3 C -6.36402 0.32923 -5.01518
4 C -5.89287 -1.18012 -4.81686
5 C -4.40378 -1.41091 -5.16693
6 C -3.53283 -0.46870 -4.38095
7 N -4.06157 0.85462 -4.77406
8 O -3.64076 1.34848 -5.84239
9 C -1.96540 -0.56146 -4.86086
10 C -3.53792 -0.75770 -2.80859
11 C -5.57676 1.42946 -2.81605
12 H -6.45695 3.30402 -4.26771
13 H -5.70509 3.05367 -5.86533
14 H -4.67641 3.36790 -4.53274
15 H -6.23251 0.39034 -6.10151
16 H -7.40725 0.55928 -4.85841
17 H -6.63609 -1.68870 -5.40172
18 H -6.00385 -1.48319 -3.79214
19 H -4.17083 -1.24891 -6.21944
20 H -4.06030 -2.47421 -5.03041
21 H -1.63940 -1.61952 -4.82038
22 H -1.49144 -0.03093 -4.03416
23 H -1.55308 -0.10346 -5.79027
24 H -2.76334 -1.53687 -2.73621
25 H -4.43382 -1.22280 -2.43543
26 H -3.22208 0.04142 -2.19011
27 H -6.06663 0.56437 -2.36103
28 H -6.31897 2.28109 -2.55094
29 H -4.65837 1.68368 -2.34844
30 C 0.03730 -1.99009 1.72250
31 C -0.49180 -1.66546 0.32178
32 C -0.97591 -0.25106 0.25699
33 C 0.13372 0.76614 0.33338
34 C 1.09715 0.34773 -0.81817
35 C 1.65919 -1.09861 -0.78010
36 N 0.41355 -1.98203 -0.85348
37 O 0.75641 -3.28406 -0.64408
38 C 2.54674 -1.49659 0.37777
39 C 2.40758 -1.41093 -2.04575
40 C -1.75346 -2.61813 0.03573
41 H -0.78032 -2.14842 2.42533
42 H 0.68007 -1.26417 2.19303
43 H 0.58404 -2.94902 1.65364
44 H -1.65291 -0.04428 1.06386
45 H -1.49513 -0.09038 -0.69857
46 H 0.64712 0.61761 1.29165
47 H -0.16764 1.79729 0.18381
48 H 2.05170 0.90365 -0.89858
49 H 0.61885 0.48241 -1.80456
50 H 3.46664 -0.93931 0.16401
51 H 2.75846 -2.56081 0.48946
52 H 2.31219 -1.04699 1.28997
53 H 2.68488 -2.47286 -2.11034
54 H 3.43312 -0.96731 -2.04979
55 H 1.86971 -1.09785 -2.94970
56 H -1.47808 -3.66208 0.12189
57 H -2.08650 -2.46893 -0.98319
58 H -2.60804 -2.41599 0.57941
59 P -2.23721 2.65502 -2.12222
60 O -2.86466 2.08012 -0.87135
61 O -1.16980 3.64680 -2.00080
62 O -2.89184 2.28708 -3.48874
63 O -0.13407 -1.71934 -2.00619
64 O 5.72775 -3.60724 -0.12387
65 C 6.39204 -2.72734 0.29737
66 O 7.47527 -2.25242 -0.31429
67 C 8.04576 -1.15487 0.50732
68 C 6.89237 -0.70372 1.45869
69 C 6.11847 -1.98285 1.58010
70 H 8.39495 -0.36558 -0.16161
71 H 8.90122 -1.50171 1.14660
72 H 6.24062 0.06318 1.05878
73 H 7.31508 -0.42799 2.41800
74 H 5.01621 -1.88159 1.57683
75 H 6.36194 -2.49805 2.51335
76 O 0.79938 -6.40749 3.42384
77 C 1.15790 -6.26846 2.30305
78 O 1.98812 -5.35697 1.90515
79 C 2.37312 -5.56426 0.47197
80 C 1.95706 -6.98952 0.14059
81 C 0.72395 -7.17199 1.05356
82 H 3.47439 -5.29281 0.46263
83 H 1.83696 -4.86065 -0.14606
84 H 2.72084 -7.72127 0.51251
85 H 1.91651 -7.07749 -0.93332
86 H 0.38888 -8.11461 1.41217
87 H -0.14153 -6.71543 0.59050
88 O -0.98601 -4.91755 -7.01559
89 C -0.90890 -4.59503 -5.85528
90 O -1.69904 -5.09580 -4.89390
91 C -1.12917 -4.84721 -3.55959
92 C 0.32037 -4.46823 -3.76589
93 C 0.18986 -3.78350 -5.18180
94 H -1.31056 -5.78223 -2.95450
95 H -1.69392 -4.04445 -3.17761
96 H 1.06294 -5.27935 -3.77284
97 H 0.68833 -3.73393 -3.01593
98 H 1.20552 -3.77717 -5.60262
99 H -0.11165 -2.72403 -5.12676
100 O 1.27262 0.62367 7.35827
101 C 0.95244 1.75258 7.42546
102 O 0.01076 2.16750 8.32302
103 C -0.19303 3.57320 8.19190
104 C 0.39010 4.01452 6.84971
105 C 1.39303 2.96359 6.53866
106 H 0.39454 4.11451 8.96267
107 H -1.25094 3.72789 8.28679
108 H 0.90000 4.99049 6.82118
109 H -0.35830 4.03166 6.05990
110 H 2.39476 3.17039 6.92488
111 H 1.48703 2.54345 5.53504
112 O 1.53259 6.10116 1.21937
113 C 1.53747 5.73849 0.06775
114 O 1.75614 6.58322 -0.99834
115 C 1.37272 5.87562 -2.15062
116 C 1.78498 4.50186 -1.90006
117 C 1.36446 4.31977 -0.46134
118 H 1.82744 6.37412 -2.96394
119 H 0.29528 5.98903 -2.32829
120 H 2.83337 4.40856 -1.98161
121 H 1.33337 3.84642 -2.71799
122 H 1.99337 3.68046 0.15282
123 H 0.34261 4.03007 -0.42234
124 O 2.03843 5.11151 -6.46056
125 C 1.08137 4.45516 -6.26769
126 O -0.08674 4.96287 -5.87436
127 C -0.93524 3.95884 -5.29349
128 C -0.25777 2.62302 -5.55770
129 C 1.02698 2.94578 -6.34125
130 H -1.87199 3.96667 -5.76962
131 H -1.02466 4.21495 -4.23853
132 H -0.89980 1.85477 -5.92030
133 H 0.03813 2.21085 -4.59077
134 H 1.02347 2.75343 -7.40900
135 H 1.93278 2.54983 -5.91879
136 O -2.13781 -6.21384 -0.24286
137 C -3.18693 -5.59687 -0.31413
138 O -3.52496 -4.99942 -1.48861
139 C -4.82609 -4.41955 -1.38222
140 C -5.43382 -4.83494 -0.00260
141 C -4.17068 -5.22337 0.79673
142 H -5.34168 -4.78839 -2.24117
143 H -4.69558 -3.34538 -1.44754
144 H -5.97148 -5.78864 -0.23016
145 H -5.97672 -4.05505 0.46731
146 H -4.38317 -6.07564 1.40820
147 H -3.74023 -4.50625 1.55001
148 O 4.19280 2.00078 0.24533
149 C 4.16324 2.09830 1.41407
150 O 4.58767 3.24183 2.05950
151 C 4.72416 2.99956 3.49496
152 C 3.76767 1.77065 3.79417
153 C 3.75789 1.08087 2.42791
154 H 4.48737 3.96370 3.89076
155 H 5.76804 2.77225 3.73867
156 H 2.78169 2.16572 4.08107
157 H 4.12631 1.10112 4.55137
158 H 2.79925 0.66157 2.08776
159 H 4.47764 0.30173 2.26931
160 O 0.10937 3.94351 3.68391
161 C -0.58039 4.45366 2.85124
162 O -0.99531 3.68635 1.77502
163 C -2.05195 4.30196 1.11654
164 C -1.98463 5.77907 1.43349
165 C -1.28248 5.76070 2.85816
166 H -3.00783 3.91137 1.49966
167 H -2.03923 4.04006 0.03453
168 H -2.99672 6.22407 1.45250
169 H -1.37784 6.24551 0.65939
170 H -2.01203 5.61493 3.71470
171 H -0.53747 6.57415 3.08917
172 O -7.40467 -1.96996 1.20147
173 C -6.54480 -1.13740 1.22543
174 O -5.31875 -1.35101 0.63170
175 C -4.52709 -0.11396 0.51392
176 C -5.54974 0.98443 0.74286
177 C -6.56870 0.31817 1.69557
178 H -3.99954 -0.13058 -0.42238
179 H -3.77630 -0.04195 1.33172
180 H -5.99978 1.24588 -0.20933
181 H -5.07482 1.82913 1.20672
182 H -7.57866 0.61451 1.52961
183 H -6.38703 0.24574 2.73656
184 O 5.17588 -1.52256 5.41180
185 C 4.18596 -2.13012 5.31616
186 O 3.54296 -2.61786 6.46705
187 C 2.20778 -3.02783 6.20011
188 C 1.93901 -2.58803 4.76051
189 C 3.30522 -2.45945 4.12694
190 H 1.50895 -2.64211 6.96096
191 H 2.04052 -4.09717 6.21325
192 H 1.52649 -1.54226 4.72826
193 H 1.24521 -3.18784 4.12436
194 H 3.44848 -1.66384 3.43964
195 H 3.66424 -3.40661 3.69188
196 O -4.44467 -0.66611 3.61646
197 C -3.31401 -0.43578 3.97257
198 O -2.44447 -1.35391 4.24313
199 C -1.27284 -0.75999 4.90634
200 C -1.67290 0.72623 5.22452
201 C -2.74335 0.93030 4.13575
202 H -0.46950 -0.73137 4.15078
203 H -0.95358 -1.37969 5.77174
204 H -0.72017 1.33808 5.17731
205 H -2.08839 0.84037 6.23813
206 H -2.26998 1.27429 3.21864
207 H -3.59911 1.59529 4.46423
208 O 9.29561 3.12563 -0.26592
209 C 8.29802 2.79760 -0.89210
210 O 8.22918 1.63626 -1.57897
211 C 6.85790 1.37082 -2.04042
212 C 6.25757 2.83834 -2.11236
213 C 7.00343 3.61012 -1.08097
214 H 6.35922 0.78100 -1.24806
215 H 6.92142 0.80224 -2.97923
216 H 5.18107 2.91010 -1.89838
217 H 6.36068 3.30111 -3.07474
218 H 6.45136 3.65829 -0.11864
219 H 7.23210 4.66496 -1.33063

Cartesian forces, eV/Å:
C 1.6 0.0 0.8
C -1.2 0.9 0.4
C 2.1 -1.1 -1.0
C -0.3 1.4 0.5
C -0.9 -1.2 -0.9
C 2.9 -0.1 1.1
N 0.6 2.2 -4.3
O -1.2 -1.6 3.7
C -0.7 0.2 1.0
C 0.7 -1.4 -2.3
C -2.3 0.8 0.3
H 0.3 -0.4 -0.3
H -0.3 -0.5 -0.8
H -0.9 -0.3 0.1
H 0.0 0.7 -0.1
H -0.2 -0.2 0.7
H 0.1 -0.9 -0.4
H -0.4 -0.2 0.5
H -0.3 0.3 -0.2
H -0.5 1.0 0.4
H -0.5 0.6 0.2
H 0.5 -0.2 0.0
H -1.3 -0.4 0.4
H 0.0 0.2 0.2
H -0.6 0.2 0.0
H 0.2 0.9 0.2
H 0.5 -0.2 -0.2
H 1.3 -1.3 -0.6
H 0.5 0.0 0.6
C 0.2 -1.4 -0.2
C -2.9 -1.1 0.2
C -0.4 1.2 -0.7
C 1.7 -1.2 -1.1
C 1.8 0.5 0.0
C -1.3 -0.5 -0.3
N 1.5 -0.9 2.1
O 0.4 -0.5 -0.7
C 1.5 1.0 -0.9
C 1.8 0.1 -1.0
C 2.3 0.3 -1.0
H -0.4 0.0 -0.2
H 0.2 0.4 -0.1
H -0.2 0.4 0.1
H -0.7 -0.2 0.4
H -0.1 -0.2 0.3
H 0.0 0.6 0.0
H -0.2 0.0 0.3
H -0.5 0.6 0.4
H 0.0 -0.2 0.5
H 0.5 -0.4 -0.2
H -0.3 0.2 -0.3
H -0.9 0.2 1.5
H -0.7 0.1 0.1
H -0.7 0.4 0.2
H 0.2 -0.2 0.3
H 0.2 0.0 0.2
H 0.4 0.0 -0.4
H -1.6 0.7 1.9
P -2.9 -1.6 -0.2
O 0.7 0.5 -2.0
O 0.4 0.3 -0.6
O 2.1 0.9 2.5
O -1.9 0.1 -1.7
O -0.7 -1.3 -0.9
C 0.2 0.1 1.4
O 1.3 1.4 0.5
C -0.3 0.1 0.3
C 0.8 -0.5 -0.3
C -1.4 -0.1 0.3
H 0.0 -0.3 0.0
H -0.7 -0.1 -0.9
H 0.3 0.4 -0.3
H -0.1 0.5 0.0
H 0.5 0.2 0.2
H 0.2 -0.4 -0.4
O -0.6 0.0 1.7
C -1.3 -2.1 -2.6
O 1.4 1.1 -1.3
C 1.2 0.4 1.0
C 1.1 -0.9 1.7
C 0.7 2.2 0.3
H -1.2 -0.7 -0.2
H -0.3 0.5 0.1
H -0.3 0.6 -0.4
H -0.7 -0.3 -0.3
H 0.3 -1.1 0.1
H -0.3 0.4 0.0
O -0.6 0.5 0.2
C 1.6 -0.7 0.0
O -0.1 -0.2 -0.2
C 0.3 -2.0 0.2
C 0.1 1.6 -0.5
C 1.1 -0.1 1.0
H 0.2 1.1 -0.6
H -0.5 1.0 0.9
H -0.6 -0.1 -0.3
H -0.6 -0.5 -0.2
H -0.7 -0.2 -0.7
H 0.1 -0.4 0.3
O 0.7 -1.6 -0.2
C -0.8 1.9 -0.4
O 0.4 0.2 -0.3
C 1.0 0.8 0.4
C -0.2 0.6 -1.0
C 0.6 -2.5 1.1
H -0.7 -0.5 0.1
H -0.4 0.4 0.2
H -0.6 -0.2 0.4
H -0.1 0.0 0.0
H 0.1 0.3 -0.2
H -0.2 0.6 0.0
O -0.1 0.0 -0.8
C 0.2 0.2 0.3
O -0.4 0.3 2.1
C -0.9 1.3 -0.9
C -1.0 -2.3 -1.6
C 0.8 0.6 0.1
H 0.8 0.3 -1.0
H -0.1 -0.2 0.3
H 1.4 -0.1 -0.2
H 0.4 0.4 1.5
H -0.1 -0.3 -0.1
H -0.8 -0.3 0.3
O 1.6 1.5 -0.7
C -0.5 -1.3 0.8
O -0.5 0.5 0.0
C 0.9 0.0 0.1
C 1.3 -0.4 1.3
C -1.0 0.6 0.0
H -1.3 0.4 -0.6
H -0.1 -0.2 -0.1
H -0.5 -0.2 -0.9
H 0.2 0.0 0.1
H -0.2 -0.5 -0.2
H 0.3 -0.3 0.1
O -1.8 0.5 0.1
C 2.4 0.2 0.2
O -0.3 -0.7 1.0
C 0.2 0.6 0.9
C 1.6 -1.3 -1.4
C 0.0 0.1 -0.1
H -0.8 -0.1 -0.4
H -0.1 0.3 0.0
H -0.1 0.9 0.7
H -0.9 0.5 0.2
H 0.1 -0.8 0.2
H -0.3 -0.2 -1.3
O 0.0 -0.1 -2.3
C 0.4 1.4 2.6
O 0.2 -0.9 0.0
C -0.4 -1.0 -0.8
C 0.3 1.3 -0.9
C -1.1 0.2 -0.3
H -0.5 0.3 0.8
H -0.1 -0.1 -0.2
H 0.3 -0.3 -0.3
H 0.3 -0.1 0.6
H 0.2 0.2 0.4
H 0.5 -0.7 0.5
O 0.5 0.3 0.3
C -0.3 -1.9 -0.8
O 1.2 0.1 1.2
C -1.8 0.0 -1.2
C 0.1 0.4 1.0
C -0.4 0.8 -0.3
H 0.2 -0.2 0.0
H 0.3 0.4 1.1
H 0.6 -0.1 0.0
H 0.1 0.4 0.3
H 0.6 0.6 -1.0
H -1.0 -0.8 -0.3
O 0.1 0.0 0.4
C 1.3 0.7 -1.1
O 0.1 0.0 -0.1
C -0.3 -0.5 1.7
C -0.1 -0.5 0.7
C -0.4 -1.3 -1.9
H -0.1 0.1 -0.2
H -0.5 -0.6 -0.6
H -0.3 0.3 0.1
H 0.1 0.6 -0.1
H -0.8 0.6 0.0
H 0.7 0.6 1.0
O 2.4 1.2 -0.1
C -3.3 -1.7 1.1
O 0.5 0.2 -0.3
C -0.9 -0.3 -0.8
C -1.4 1.7 -1.2
C 1.0 -1.0 0.9
H 0.5 0.4 -0.4
H 0.7 -0.6 0.3
H 0.1 -0.8 0.3
H 0.5 0.1 0.9
H -0.2 0.5 -0.9
H -0.1 0.3 0.0
O 0.1 -0.3 0.0
C -1.6 1.0 -0.9
O 1.7 -1.2 1.3
C 0.3 0.6 -0.2
C 1.0 -0.7 0.1
C -0.4 1.5 1.5
H -0.3 -0.2 0.4
H -0.5 0.4 -0.6
H -1.3 -0.4 -0.2
H 0.1 -0.2 -0.3
H -0.2 0.1 -0.3
H 1.2 -0.5 -0.6
O -1.6 -0.7 -1.0
C 1.2 1.2 0.7
O -0.4 -0.3 0.1
C 0.0 1.5 0.6
C -1.3 -1.0 -0.3
C 0.8 0.2 1.2
H 0.1 0.2 -0.5
H -0.1 0.4 0.4
H 0.3 -0.6 -0.1
H 0.4 -0.1 -0.7
H 0.4 -0.2 -0.4
H 0.1 -0.7 0.0

***

Which of these has the highest E? C6H9P

***

Look up the energy relative to the best compared isomer or geometry (same formula, charge and spin) of the fifth one. 0.0 kcal per mole

***

Among the records above, which one has the lowest energy relative to the best compared isomer or geometry (same formula, charge and spin)? C70H114N2O32P